[1]
The following is a DFT calculation (ωB97M-V/def2-TZVPD) of an isolated molecule of C21H18F2N2O4.

Each line ends with the Löwdin charge.
Positions of all 47 atoms, in Å:
O 0.3939 -2.0976 1.0219  0.09
C 0.0822 -0.9387 1.2018  -0.44
N -1.1787 -0.4997 1.4017  0.07
C -2.3290 -1.3491 1.2687  -0.10
C -2.9729 -1.2904 -0.1495  -0.26
O -3.9355 -2.3119 -0.2899  -0.08
C -5.1610 -2.0330 0.3510  -0.20
C -5.8497 -0.8164 -0.2642  -0.11
C -4.8858 0.3270 -0.4201  -0.17
C -5.3567 1.6188 -0.6221  -0.04
C -4.4820 2.6657 -0.8401  -0.08
C -3.1188 2.4235 -0.8856  -0.08
C -2.6400 1.1423 -0.6882  -0.04
C -3.5136 0.0901 -0.4317  -0.12
C 1.0810 0.1612 1.2460  -0.18
C 2.4933 0.0358 1.2518  0.08
C 2.9269 1.3311 1.2635  -0.23
C 4.2924 1.9379 1.2644  -0.09
O 5.3133 0.9858 1.0936  0.01
C 5.3923 0.2518 -0.0475  -0.14
C 6.3241 -0.7971 -0.0335  -0.20
F 7.0355 -0.9855 1.0917  0.09
C 6.5362 -1.6313 -1.1098  -0.01
C 5.8004 -1.4430 -2.2679  -0.08
C 4.8748 -0.4208 -2.3287  -0.01
C 4.6836 0.4100 -1.2378  -0.19
F 3.7695 1.4020 -1.3716  0.07
O 1.8683 2.1560 1.2635  0.04
N 0.7346 1.4266 1.2530  0.12
H -1.3184 0.4978 1.4713  0.12
H -3.0640 -1.0603 2.0239  0.13
H -2.0063 -2.3789 1.4424  0.13
H -2.1910 -1.5427 -0.8757  0.17
H -5.0113 -1.8746 1.4276  0.12
H -5.7660 -2.9323 0.2168  0.13
H -6.2234 -1.0821 -1.2579  0.13
H -6.7039 -0.5203 0.3473  0.12
H -6.4227 1.7965 -0.6107  0.11
H -4.8618 3.6654 -0.9893  0.10
H -2.4282 3.2301 -1.0793  0.10
H -1.5784 0.9542 -0.7509  0.11
H 3.0570 -0.8722 1.2511  0.13
H 4.4964 2.3838 2.2444  0.15
H 4.3395 2.7346 0.5105  0.14
H 7.2684 -2.4176 -1.0251  0.12
H 5.9494 -2.0896 -3.1167  0.11
H 4.2862 -0.2429 -3.2142  0.12

Cartesian forces (eV/Å) of the 3 atoms listed first:
0.23 -0.08 -0.08
-0.51 0.16 0.17
-0.11 0.21 -0.01

Properties
E_HOMO = -9.1 eV
orbital gap = 9.8 eV
largest force on an atom = 1.24 eV/A
ΔE to the lowest compared entry with this formula, charge and spin = 0.1 kcal/mol
SMILES = O=C(NC[C@H]1OCCc2ccccc21)c1cc(COc2c(F)cccc2F)on1
2S+1 = 1
charge = 0
lowest unoccupied orbital energy = 0.72 eV

=====

[2]
The following is a DFT calculation (ωB97M-V/def2-TZVPD) of a structure of composition C59H147BaCuN8O19.

Each line ends with the Löwdin charge.
Positions of all 235 atoms, in Å:
Ba -4.2938 3.0782 2.0361  2.02
Cu -4.6464 0.5879 -2.5355  0.48
C -2.4343 -1.2229 -0.6290  0.00
C -2.0419 -0.1704 0.4516  -0.41
C -0.5293 -0.4544 0.8333  -0.10
C 0.4485 0.0433 -0.2489  -0.17
C 0.2195 1.5229 -0.3448  -0.16
C -1.2320 1.9287 -0.7011  -0.42
N -2.2394 1.2524 0.1156  0.03
O -3.6160 1.5561 -0.3088  -0.21
C -1.3008 1.5964 -2.2361  0.02
C -1.1767 3.4875 -0.4686  0.01
C -2.9096 -0.5950 1.6462  -0.03
H -1.8796 -1.1514 -1.5646  0.06
H -3.4380 -1.0454 -1.0153  0.05
H -2.3566 -2.2594 -0.3009  0.11
H -0.3177 -1.5018 1.0486  0.11
H -0.2237 0.0823 1.7314  0.10
H 0.3316 -0.3999 -1.2379  0.10
H 1.4619 -0.2540 0.0208  0.10
H 0.9192 1.8082 -1.1303  0.12
H 0.5872 2.0719 0.5221  0.12
H -0.5467 2.1179 -2.8256  0.09
H -2.2881 1.8941 -2.5894  0.06
H -1.2641 0.5329 -2.4720  0.06
H -1.5273 3.7296 0.5347  0.05
H -1.9063 3.9268 -1.1489  0.07
H -0.2082 3.9231 -0.7143  0.10
H -2.9178 0.1026 2.4837  0.05
H -2.5180 -1.5317 2.0428  0.10
H -3.9286 -0.8418 1.3482  0.07
C -0.6779 -1.6027 4.5227  -0.07
C -1.3910 -1.0469 5.6972  -0.31
O -2.6786 -0.6897 5.3032  -0.11
H -0.4049 -0.7754 3.8676  0.06
H -1.3529 -2.3276 4.0678  0.09
H 0.2571 -2.0830 4.8108  0.08
H -0.9679 -0.1229 6.0912  0.12
H -1.5139 -1.7721 6.5016  0.13
H -3.2377 -1.4637 5.4023  0.11
C 1.8867 -3.8280 -0.4720  -0.07
C 0.7515 -4.4856 0.3405  -0.31
O 1.0183 -5.8755 0.4469  -0.07
H 2.8284 -3.9143 0.0702  0.09
H 1.6431 -2.8184 -0.8027  0.05
H 2.0248 -4.5333 -1.2915  0.06
H -0.2080 -4.3451 -0.1572  0.09
H 0.6442 -4.1054 1.3564  0.10
H 0.2706 -6.4393 0.2356  0.09
C 3.4481 -2.1501 -3.2731  -0.06
C 3.6674 -1.4367 -1.9736  -0.35
O 4.8932 -0.7283 -2.0066  -0.06
H 3.6648 -1.4155 -4.0486  0.08
H 2.4136 -2.4907 -3.3178  0.05
H 4.0364 -3.0672 -3.2410  0.09
H 3.7605 -2.1183 -1.1282  0.10
H 2.8751 -0.7002 -1.8394  0.09
H 4.6726 0.0251 -2.5590  0.08
C 0.8653 0.1914 -5.1211  -0.06
C 1.4718 -0.9816 -5.9566  -0.31
O 0.8179 -1.1161 -7.1857  -0.06
H 1.4423 0.3533 -4.2106  0.06
H -0.1895 0.0130 -4.9124  0.04
H 0.8858 1.1441 -5.6503  0.06
H 1.3177 -1.9106 -5.4077  0.09
H 2.5451 -0.8312 -6.0731  0.11
H 1.0184 -1.9694 -7.5771  0.09
C -6.0335 -2.0623 -0.8552  -0.05
O -5.7091 -1.4089 -2.0814  -0.22
C -5.5742 -2.2734 -3.1622  -0.19
C -5.1221 -1.4793 -4.4191  -0.12
N -3.7738 -0.9155 -4.1145  -0.05
C -3.2960 -0.0099 -5.1255  -0.18
C -4.0632 1.3018 -5.4600  -0.15
O -4.2004 2.0633 -4.2328  -0.24
C -4.9225 3.2831 -4.4287  -0.06
H -5.1774 -2.6856 -0.5967  0.10
H -6.8441 -2.7905 -0.8837  0.11
H -6.3132 -1.3537 -0.0756  0.06
H -6.5258 -2.7536 -3.3902  0.14
H -4.9155 -3.1207 -2.9718  0.11
H -5.7741 -0.6130 -4.5315  0.11
H -5.1650 -2.0236 -5.3625  0.14
H -3.1601 -1.7174 -4.0982  0.08
H -3.0975 -0.4766 -6.0903  0.14
H -2.3213 0.3248 -4.7705  0.10
H -4.9198 1.0745 -6.0946  0.13
H -3.4249 1.8141 -6.1798  0.14
H -4.9521 3.8498 -3.4981  0.07
H -5.9355 3.0923 -4.7832  0.10
H -4.4110 3.8653 -5.1952  0.09
C -3.7525 6.0782 -0.2368  -0.09
O -4.4980 4.9057 -0.0529  -0.36
C -5.7528 4.9278 -0.6896  -0.19
C -6.5527 3.6297 -0.4285  -0.20
N -6.8139 3.4640 0.9983  -0.19
C -7.6593 2.2798 1.2828  -0.16
C -6.9594 0.8699 1.2437  -0.14
O -5.9023 0.9066 2.2803  -0.38
C -5.8566 -0.2776 3.0940  -0.07
H -4.1217 6.8961 0.3820  0.11
H -3.7292 6.3819 -1.2833  0.11
H -2.7445 5.8945 0.1351  0.07
H -5.5911 5.0533 -1.7603  0.12
H -6.3072 5.7753 -0.2864  0.14
H -6.0260 2.7789 -0.8609  0.10
H -7.4817 3.6524 -0.9981  0.14
H -7.4406 4.2289 1.2037  0.13
H -8.5281 2.3697 0.6307  0.13
H -8.0843 2.2948 2.2864  0.12
H -6.5319 0.7601 0.2470  0.09
H -7.6900 0.0687 1.3554  0.14
H -5.8697 -1.0931 2.3708  0.09
H -6.6372 -0.4112 3.8429  0.11
H -4.9127 -0.2892 3.6390  0.07
C -6.8026 3.0750 5.0905  -0.06
O -5.4525 2.8926 4.6524  -0.32
C -4.5373 2.5215 5.6682  -0.22
C -3.0790 2.6887 5.3517  -0.21
N -2.7478 1.9777 4.1238  -0.15
C -1.3146 2.3125 3.8387  -0.16
C -0.9621 3.8267 3.7223  -0.16
O -2.0283 4.4594 2.9781  -0.38
C -1.7762 5.8444 2.8013  -0.08
H -7.3620 3.3775 4.2052  0.07
H -6.9195 3.8938 5.8005  0.11
H -7.2803 2.1796 5.4882  0.11
H -4.7539 1.4837 5.9214  0.13
H -4.7054 3.0776 6.5904  0.14
H -2.5087 2.3595 6.2203  0.15
H -2.9697 3.7714 5.2890  0.12
H -2.7660 1.0146 4.4274  0.05
H -1.0378 1.8291 2.9018  0.09
H -0.6546 1.8016 4.5398  0.13
H -0.0023 3.9129 3.2128  0.14
H -0.8303 4.3271 4.6817  0.13
H -2.6165 6.3484 2.3238  0.08
H -0.8725 6.0796 2.2390  0.11
H -1.5248 6.2373 3.7865  0.11
C 6.0219 5.5880 -0.1524  -0.14
O 4.8527 5.0612 -0.6614  -0.22
C 4.9679 4.2828 -1.8696  -0.17
C 3.5296 3.8068 -2.3883  -0.18
N 3.5198 3.7249 -3.8557  -0.06
C 2.2125 3.3129 -4.4116  -0.18
C 1.1876 4.4877 -4.4645  -0.20
O -0.0833 3.9330 -4.7937  -0.22
C -1.1723 4.8817 -4.7121  -0.08
H 6.8174 4.8982 0.1296  0.09
H 5.7442 6.0269 0.8059  0.09
H 6.4084 6.3894 -0.7821  0.09
H 5.6283 3.4546 -1.6127  0.11
H 5.5388 4.8115 -2.6328  0.12
H 2.8602 4.5836 -2.0186  0.10
H 3.4268 2.8020 -1.9787  0.09
H 3.7701 4.6359 -4.2127  0.11
H 1.7712 2.6020 -3.7130  0.08
H 2.2944 2.8201 -5.3804  0.11
H 1.4381 5.2167 -5.2351  0.13
H 1.0980 5.0006 -3.5069  0.11
H -0.9681 5.7514 -5.3367  0.09
H -1.2986 5.2739 -3.7030  0.07
H -2.0830 4.3806 -5.0401  0.07
C 2.5178 -1.8736 2.5235  -0.11
O 3.2204 -2.9739 3.0470  -0.17
C 3.4214 -2.9332 4.4486  -0.21
C 4.5037 -3.9119 4.8453  -0.23
N 5.7669 -3.4913 4.3317  -0.05
C 6.6488 -4.6527 4.0865  -0.19
C 7.9398 -4.0955 3.5317  -0.19
O 7.5917 -3.5140 2.2273  -0.23
C 8.6947 -3.2201 1.3635  -0.09
H 1.4933 -1.7480 2.8736  0.06
H 2.5826 -2.0305 1.4468  0.07
H 3.0792 -0.9984 2.8506  0.08
H 2.5144 -3.1286 5.0206  0.11
H 3.7696 -1.9519 4.7710  0.12
H 4.2881 -4.9499 4.5922  0.12
H 4.5847 -3.8396 5.9299  0.12
H 5.4473 -3.1175 3.4495  0.08
H 6.2288 -5.3214 3.3351  0.12
H 6.8864 -5.1982 4.9998  0.13
H 8.7168 -4.8543 3.4391  0.12
H 8.2950 -3.3851 4.2783  0.11
H 8.9527 -2.1696 1.4978  0.08
H 8.3983 -3.5421 0.3652  0.09
H 9.5340 -3.8734 1.6019  0.08
C -0.7648 -3.1593 -3.3170  -0.10
O -2.0170 -3.3283 -3.9128  -0.24
C -2.6126 -4.6088 -3.6378  -0.17
C -1.8044 -5.8153 -4.2585  -0.15
N -0.8293 -6.3195 -3.2379  -0.06
C -0.1379 -7.5096 -3.6826  -0.22
C 0.9717 -7.1841 -4.6714  -0.21
O 1.9636 -6.2985 -4.1747  -0.20
C 2.6615 -6.6949 -3.0154  -0.10
H -0.5132 -2.1020 -3.3999  0.08
H -0.0549 -3.7650 -3.8802  0.09
H -0.8205 -3.4019 -2.2558  0.08
H -3.6240 -4.6159 -4.0442  0.11
H -2.7376 -4.6790 -2.5573  0.11
H -1.2808 -5.5616 -5.1802  0.11
H -2.5107 -6.5866 -4.5656  0.12
H -0.0187 -5.7184 -3.1960  0.06
H -0.8292 -8.2511 -4.0831  0.13
H 0.2743 -7.9822 -2.7911  0.11
H 0.6116 -6.7404 -5.5996  0.12
H 1.4027 -8.1575 -4.9058  0.13
H 3.5078 -6.0256 -2.8605  0.09
H 3.1089 -7.6773 -3.1663  0.10
H 2.0213 -6.6712 -2.1335  0.07
C 3.8554 2.1322 0.8584  -0.10
O 4.4552 1.3815 1.8869  -0.19
C 5.0787 0.1862 1.3867  -0.20
C 5.9965 -0.4327 2.4590  -0.18
N 7.0179 0.5685 2.8119  -0.02
C 7.8898 0.0304 3.8566  -0.18
C 7.2039 -0.2172 5.2096  -0.26
O 6.7165 0.9772 5.7617  -0.17
C 6.2060 0.7696 7.0919  -0.10
H 3.3668 2.9880 1.3242  0.09
H 3.1718 1.5683 0.2238  0.06
H 4.7260 2.5164 0.3268  0.08
H 5.6239 0.3741 0.4617  0.11
H 4.2895 -0.5011 1.0818  0.08
H 6.4882 -1.3767 2.2241  0.11
H 5.2663 -0.5630 3.2577  0.09
H 6.4237 1.2719 3.2270  0.09
H 8.7190 0.7027 4.0767  0.12
H 8.3401 -0.9219 3.5765  0.10
H 7.9405 -0.6309 5.8984  0.12
H 6.4445 -0.9869 5.0720  0.09
H 5.3761 1.4608 7.2394  0.08
H 6.9463 0.9944 7.8596  0.09
H 5.7856 -0.2088 7.3245  0.08

Cartesian forces (eV/Å) of the 3 atoms listed first:
0.50 -0.17 0.32
0.67 -0.50 -0.38
-0.10 1.11 -1.53

Properties
E_HOMO (alpha / beta) = -12.3 / -12.3 eV
orbital gap (alpha / beta) = 5.7 / 3.2 eV
largest force on an atom = 5.19 eV/A
2S+1 = 2
charge = +3
lowest unoccupied orbital energy (alpha / beta) = -6.59 / -9.10 eV

=====

[3]
The following is a DFT calculation (ωB97M-V/def2-TZVPD) of an isolated molecule of C9H10O3.

Each line ends with the Löwdin charge.
Positions of all 22 atoms, in Å:
C -2.5179 1.1959 -2.1140  0.02
O -1.5308 0.6587 -1.1263  -0.04
C -1.7108 0.6652 0.1629  -0.48
O -2.4605 1.3709 0.7792  0.11
C -0.5184 -0.0426 0.8250  -0.03
C -0.6258 -0.0365 2.2015  -0.05
C 0.3983 -0.4970 2.9817  -0.06
C 1.6224 -0.9852 2.3528  -0.06
C 1.7612 -0.8472 1.0324  -0.05
C 0.7486 -0.3726 0.2419  -0.17
O 0.9227 0.0856 -1.0456  -0.09
C 1.8540 -0.2888 -2.0151  -0.09
H -3.1014 1.9661 -1.6668  0.07
H -1.7886 1.5166 -2.8977  0.10
H -3.0505 0.3816 -2.7185  0.11
H -1.6221 0.2949 2.5525  0.13
H 0.2659 -1.0227 3.9514  0.11
H 2.2839 -1.5944 2.8764  0.09
H 2.6121 -1.1529 0.5365  0.09
H 2.9618 -0.1047 -1.8518  0.10
H 1.6046 0.1468 -2.9966  0.10
H 1.8913 -1.3377 -2.0620  0.07

Cartesian forces (eV/Å) of the 3 atoms listed first:
2.41 -1.63 -1.20
-1.85 -0.72 -2.71
2.41 0.76 0.57

Properties
E_HOMO = -8.5 eV
orbital gap = 9.2 eV
largest force on an atom = 4.26 eV/A
ΔE to the lowest compared entry with this formula, charge and spin = 63.0 kcal/mol
SMILES = COC(=O)c1ccccc1OC
2S+1 = 1
charge = 0
lowest unoccupied orbital energy = 0.73 eV

=====

[4]
The following is a DFT calculation (ωB97M-V/def2-TZVPD) of a cluster of 3 separate species, C2H8N2O3P in total.

Each line ends with the Löwdin charge.
Positions of all 16 atoms, in Å:
C 0.6902 -0.6523 1.1430  -0.31
C -0.1033 0.4351 0.5964  -0.48
N 0.3066 1.5537 0.4264  0.10
N 1.2234 -1.5942 0.1279  0.02
O -2.3912 -1.4154 0.6043  -0.39
O -2.6596 1.1417 0.0119  -0.40
O -1.3757 -0.4369 -1.5765  -0.22
P -1.8509 -0.1266 0.0461  0.34
H 1.5798 -0.3525 1.8120  0.11
H 0.0778 -1.3676 1.8479  0.13
H 2.0451 1.8883 -1.2416  0.00
H 2.8806 1.9411 -1.2907  0.01
H -0.3827 2.2817 0.1874  0.06
H -2.2111 -0.4611 -1.9879  0.00
H 1.7845 -0.9924 -0.5155  0.08
H 0.3865 -1.8425 -0.1911  -0.03

Cartesian forces (eV/Å) of the 3 atoms listed first:
2.57 -2.75 3.70
-3.67 -4.29 0.11
1.94 5.26 0.27

Properties
E_HOMO = -4.9 eV
orbital gap = 9.0 eV
largest force on an atom = 5.65 eV/A
ΔE to the lowest compared entry with this formula, charge and spin = 44.2 kcal/mol
2S+1 = 1
charge = -1
lowest unoccupied orbital energy = 4.14 eV

=====

Among the records above, which one has the highest charge?
C59H147BaCuN8O19

=====

What is the formula in the first record?
C21H18F2N2O4